Entry 1:
# C23H44BBrI2N3O8

C23H44BBrI2N3O8 as an isolated structure (wB97M-V/def2-TZVPD, OMol25).

XYZ file:
```
82
Properties=species:S:1:pos:R:3:forces:R:3
I -2.160670 5.760024 -4.650785 0.258 -0.805 -0.974
I -3.169768 2.626711 -6.465497 0.506 -0.485 1.029
Br 1.244278 7.448934 -3.841037 1.124 -1.925 -0.046
O -2.856873 -3.790541 -1.732466 0.567 0.370 0.142
O 1.166892 -2.859005 7.593813 0.333 0.119 -0.045
O -0.406001 -4.638272 -0.043624 -0.299 0.097 0.147
O 3.686497 6.087030 -3.179822 -8.488 -1.653 -3.543
O -0.224805 -2.232171 -2.301466 -0.162 0.076 -0.239
O 1.551430 -0.231175 5.973102 -0.224 -0.474 -0.108
O 0.676568 1.182263 -4.686747 2.669 3.084 0.126
O -0.451270 -2.263606 4.774761 -0.103 0.402 -0.151
N -0.762860 5.138408 -2.349519 2.177 -0.944 1.588
N 0.515841 2.927059 -0.848705 3.279 0.206 -2.326
N 2.805553 1.155666 -3.141465 -2.306 0.445 -1.052
C 1.224749 3.439459 -3.157735 0.036 0.720 1.433
C 2.451571 5.858741 -3.707734 7.642 0.659 2.948
C 2.101730 -3.730433 8.211022 -0.309 0.108 -0.179
C -0.297526 -4.918276 1.342896 0.102 0.040 -0.320
C 0.401236 -1.852819 -3.517369 -0.094 -0.177 0.472
C 0.556388 -1.507186 4.100576 0.010 -0.535 0.652
C 0.668135 -0.544629 7.061378 0.497 0.111 0.168
C 1.632394 3.366645 -1.570565 0.446 0.249 2.659
C -1.369763 -5.471945 -0.690327 0.401 0.482 -0.269
C -1.560823 -1.736032 -2.204094 0.490 -0.682 0.354
C -0.364519 3.801844 -2.935131 -1.315 -0.462 0.193
C 1.283172 -1.517268 8.070049 -0.503 -0.352 -0.470
C -2.442135 2.669085 -4.364135 0.334 0.383 0.891
C -1.220609 3.762943 -4.338059 -0.101 -1.349 -0.205
C 3.065521 3.766768 -0.806711 3.025 5.308 4.967
C 2.120252 4.331489 -4.203086 0.000 0.352 -0.303
C -3.731023 3.120116 -3.425782 0.380 -0.544 -0.308
C 3.939577 4.525125 0.029717 -6.553 -4.753 -5.669
C -0.662834 2.677563 -1.768159 -2.397 0.945 1.081
C -2.356210 -2.559193 -1.188475 -0.377 -0.220 -0.472
C -1.874122 -4.807819 -1.973796 -0.273 -0.218 0.318
C 1.759658 -1.283028 5.019613 -0.188 0.428 -0.065
C -1.738766 -2.063740 4.213498 0.328 -0.213 0.211
B 1.562365 1.886944 -3.696467 -0.426 -2.065 -1.151
H -1.254722 -4.740413 1.842918 -0.032 -0.139 0.091
H 1.412198 -2.267317 -3.526677 -0.121 -0.007 0.105
H 3.338808 0.812021 -3.978203 -0.635 0.021 1.106
H -0.877293 -6.418020 -0.934380 -0.159 -0.178 -0.064
H 0.738955 -1.455011 9.017524 0.063 0.201 0.140
H 2.598619 -0.948714 4.399766 -0.121 0.080 0.045
H 0.450098 2.772874 0.201945 0.563 0.320 -1.943
H 0.444804 -4.241309 1.772790 -0.037 -0.097 -0.147
H 0.461104 -0.763257 -3.593084 -0.090 -0.097 -0.193
H -0.485116 3.566072 -5.227241 -1.627 0.410 1.648
H 0.823617 1.580639 -5.614150 -0.689 -0.889 1.907
H -1.503045 -0.696155 -1.867827 -0.191 0.306 0.032
H -4.257234 2.124493 -3.041950 1.072 2.329 -0.719
H -3.247359 -1.986803 -0.912450 -0.003 -0.063 -0.136
H -1.055662 -4.428375 -2.588497 0.106 0.017 0.235
H -1.594097 5.064308 -1.713248 1.278 -0.024 -0.842
H 0.158091 -0.537481 3.779687 0.017 0.044 0.027
H 4.645031 5.198697 0.717624 -1.679 -2.052 -1.993
H 2.077904 -2.204346 5.511145 -0.279 -0.059 -0.027
H 0.495905 0.408209 7.571673 0.149 -0.058 -0.051
H -4.475931 3.758533 -4.066765 1.476 -1.346 1.388
H -1.753519 -2.384896 3.165986 -0.111 0.081 -0.057
H 2.335919 -1.258679 8.235458 -0.042 0.057 -0.016
H -2.457064 -2.660549 4.780961 0.194 0.017 -0.065
H 1.960420 -4.732589 7.799130 -0.092 0.176 0.037
H 0.866360 -2.079884 3.221325 0.139 0.097 -0.211
H 3.140840 3.746470 -4.405978 -2.005 1.702 0.685
H -2.028791 -1.011317 4.292058 -0.048 0.062 -0.129
H 2.403301 0.304537 -2.660376 0.842 0.852 -0.646
H -2.011902 1.600366 -4.067964 -1.026 2.276 -0.851
H -0.147666 -2.263057 -4.370855 0.013 0.168 -0.105
H 0.026868 -5.953037 1.499987 -0.074 0.039 0.144
H 3.124126 -3.407818 7.990447 0.074 0.006 0.138
H -2.218140 -5.666257 -0.023666 -0.008 0.010 -0.058
H -2.057634 -1.777347 -3.180811 -0.043 0.009 0.050
H -1.576173 2.964953 -1.055142 1.700 -0.365 -1.911
H -0.952265 1.584513 -2.070333 1.505 1.744 0.423
H -1.796345 -2.735798 -0.269984 0.283 0.020 -0.133
H -0.299626 -0.886584 6.694270 0.077 -0.275 0.051
H 0.023088 5.626181 -1.866634 -1.018 -0.559 -0.312
H 1.938915 -3.762292 9.292197 0.135 -0.034 0.057
H -2.388637 -5.571031 -2.567610 -0.047 0.115 0.153
H -3.348504 3.801957 -2.548123 -0.862 -1.498 -1.510
H 1.558522 4.397839 -5.236611 0.867 -0.148 2.172
```
Forces are in eV/Å.

Calculated values
- Strongest force on any atom: 9.88 eV/Å
- Total charge: +1
- Energy relative to the best compared isomer or geometry (same formula, charge and spin): 6.3393 eV
- E: -4862.5065 hartree
- HOMO: -0.3959 Eh


Entry 2:
# C23H44Br2IO4P

A 2-piece molecular cluster, C23H44Br2IO4P overall (wB97M-V/def2-TZVPD, OMol25).

XYZ file:
```
75
Properties=species:S:1:pos:R:3:forces:R:3
I 0.635065 6.512102 1.374467 -0.002 -0.435 -0.044
Br -7.256105 -5.082107 0.084612 0.024 0.083 -0.057
Br -4.177570 -4.563620 -1.871524 0.036 0.000 0.070
P -3.873464 2.629396 0.286566 -0.729 0.498 0.548
O -1.327340 2.585812 -1.435280 0.158 2.242 -2.972
O -2.347336 0.199951 2.576820 -0.786 0.658 0.342
O -0.576612 0.725406 -0.460291 0.952 -0.750 -1.158
O -4.705252 2.896258 1.478575 -0.187 -0.198 0.631
C -6.906931 -5.420779 -1.799414 -0.152 -0.137 0.206
C 3.993265 -0.366405 -0.171549 0.272 -0.736 0.689
C -6.217075 -0.785998 -1.672501 0.652 -0.197 -0.348
C -4.422129 -0.617890 0.179472 0.400 -0.458 -0.577
C 0.090808 4.439534 1.566662 -0.942 0.004 0.043
C -4.729395 -0.550132 -1.322942 -0.629 -0.283 0.059
C -2.205245 0.386891 1.192183 2.761 -1.874 -0.670
C 7.590222 0.668580 0.380596 0.270 -0.106 -1.187
C 1.736628 -1.214881 -0.789163 0.075 -0.280 0.334
C -0.084970 -1.257715 1.036016 0.725 0.201 -0.881
C 0.438573 -1.850664 -0.295344 -0.566 0.135 0.420
C -1.420935 4.215669 1.377029 0.649 -0.546 0.600
C -2.247318 1.826793 0.693318 -1.190 0.893 0.101
C -2.884475 -0.741712 0.388359 -1.526 0.461 0.625
C 5.381197 -0.644148 0.456701 -0.129 0.533 -1.088
C -1.739496 2.755891 1.841286 0.419 0.721 -0.744
C 2.966569 -1.485284 0.102183 0.243 0.973 -0.991
C 6.486824 -0.025218 -0.438348 0.025 0.148 1.155
C 9.265080 2.618440 0.135437 -0.105 -0.540 -0.719
C -5.520036 -5.964932 -2.015636 0.106 0.116 -0.199
C 8.481041 1.486250 -0.579442 0.007 0.255 0.710
C -0.671939 0.156808 0.868077 0.194 0.451 0.018
C -1.349779 1.809769 -0.578194 -0.656 -2.506 4.480
H -5.249502 -6.735259 -1.300280 -0.066 0.032 0.027
H 0.591601 3.845503 0.807108 0.439 0.215 0.033
H -3.554429 3.870037 -0.307422 0.269 -0.528 -0.480
H -2.490146 2.763022 2.625127 -0.144 -0.051 -0.053
H -4.876086 -1.551435 0.520886 -0.102 0.080 0.137
H -0.751382 -1.947656 1.553252 -0.214 0.049 -0.191
H 8.816291 2.808976 1.107803 0.155 0.195 0.067
H 2.738310 -1.467451 1.168538 -0.078 -0.356 -0.009
H 1.662497 -0.133915 -0.909967 -0.391 0.004 0.075
H 7.158827 1.362484 1.104972 -0.161 -0.154 0.080
H 0.790202 -1.160153 1.678006 -0.134 0.005 0.223
H 1.916762 -1.601896 -1.794932 0.197 -0.004 0.015
H 8.182006 -0.083589 0.906775 0.017 0.118 0.223
H -1.611164 4.371520 0.319207 -0.368 0.180 0.068
H -7.654409 -6.151052 -2.103115 0.051 -0.016 -0.020
H 6.926186 -0.783388 -1.089850 -0.033 0.063 -0.093
H -4.623567 1.895374 -0.648882 0.646 0.130 -0.328
H 0.587701 -2.925256 -0.160611 0.023 0.008 -0.040
H -6.329383 -1.839246 -1.937783 -0.241 -0.043 0.230
H 10.318303 2.362628 0.241419 -0.007 0.015 0.267
H -2.729076 -1.650304 0.970372 0.176 0.000 -0.019
H -2.055464 -0.691901 2.807334 -0.127 0.152 -0.191
H 3.438173 -2.422209 -0.201007 -0.157 -0.204 0.395
H -0.826587 2.370449 2.293890 -0.136 -0.329 -0.076
H 0.372713 4.112406 2.562700 0.304 0.193 0.007
H -0.357732 -1.719751 -1.029378 0.130 -0.145 -0.212
H -6.469475 -0.233803 -2.577036 -0.243 0.141 0.120
H -7.081127 -4.486681 -2.324968 0.064 -0.022 -0.018
H -5.417021 -6.357894 -3.025248 -0.044 0.023 0.007
H 4.097576 -0.250015 -1.251629 -0.003 0.018 -0.043
H -2.430816 -0.926160 -0.584057 0.241 0.311 0.041
H -2.004084 4.876510 2.012548 -0.005 0.337 -0.298
H 9.218236 3.517016 -0.480015 0.050 0.131 0.212
H 7.820777 1.949406 -1.315405 0.025 -0.077 -0.082
H 5.438087 -0.166239 1.435270 -0.043 -0.274 0.153
H 0.020378 0.794903 1.420050 -0.632 0.146 0.548
H -4.170511 -1.369236 -1.778324 0.128 0.033 -0.116
H 9.156459 0.818402 -1.117273 -0.022 0.056 -0.073
H -6.903072 -0.547744 -0.862232 -0.004 0.144 -0.030
H 6.046999 0.751885 -1.065633 -0.113 -0.099 -0.125
H 5.522836 -1.721952 0.551882 0.088 0.038 0.203
H 3.622579 0.577288 0.236894 -0.115 0.072 -0.212
H -4.887417 0.177029 0.767780 0.097 0.053 -0.046
H -4.372919 0.357285 -1.815494 0.114 0.036 0.228
```
Forces are in eV/Å.

Calculated values
- Strongest force on any atom: 5.18 eV/Å
- Total charge: 0
- E: -6990.7799 hartree
- HOMO: -0.3448 Eh
- SMILES string: CCCCCCCCCC[C@H]1OC(=O)[C@@](CCCI)([PH2]=O)[C@@]1(O)CCCC.BrCCBr